# 1
# C4H7NO2

A single C4H7NO2 molecule (ωB97M-V with the def2-TZVPD basis set, OMol25).

Element x y z (Å)
C1 -0.86521 1.19469 -0.67145
C2 -0.28454 -0.21485 -0.71998
O1 -0.93957 -1.12480 0.15309
C3 1.20260 -0.26704 -0.21967
N1 1.17149 -0.92881 1.10206
C4 0.19007 -0.59946 1.81280
O2 -0.51907 -0.35366 2.70272
H1 -0.74568 1.64441 0.32172
H2 -1.93070 1.19508 -0.91798
H3 -0.34516 1.83856 -1.39462
H4 -0.38123 -0.62384 -1.72954
H5 -0.09988 -1.68381 0.43420
H6 1.63143 0.73020 -0.09226
H7 1.84920 -0.84170 -0.88832

Values from the calculation:
HOMO energy in eV: -10.327
Lowest unoccupied orbital energy in Eh: 0.028
Total energy in hartree: -361.79604
HOMO-LUMO gap in eV: 11.0994
Energy above the lowest of the compared OMol25 structures with the same formula, charge and spin in kJ/mol: 222.7
Charge: 0
SMILES string: C[C@H](O)CN=C=O

=====

# 2
# C4H7NO2

A single C4H7NO2 molecule (ωB97M-V with the def2-TZVPD basis set, OMol25).

Element x y z (Å)
N1 -1.08552 0.96979 -1.70441
C1 -0.90555 -0.27631 -1.13571
O1 -1.70708 -1.14889 -1.39839
C2 0.45783 -0.44792 -0.39207
C3 0.88628 0.58473 0.61362
C4 0.76062 -0.81036 1.09756
O2 -0.45483 -1.14198 1.72901
H1 -0.58922 1.80872 -1.45850
H2 -1.90673 1.07524 -2.29038
H3 1.16342 -0.73917 -1.18109
H4 1.92287 0.89711 0.49668
H5 0.20265 1.09130 1.28804
H6 1.72700 -0.98866 1.66735
H7 -0.47173 -0.87361 2.66829

Values from the calculation:
HOMO energy in eV: -9.494
Lowest unoccupied orbital energy in Eh: 0.027
Total energy in hartree: -361.78255
HOMO-LUMO gap in eV: 10.2412
Energy above the lowest of the compared OMol25 structures with the same formula, charge and spin in kJ/mol: 258.1
Charge: 0
SMILES string: NC(=O)[C@H]1C[C@H]1O

=====

# 3
# C4H7NO2

A single C4H7NO2 molecule (ωB97M-V with the def2-TZVPD basis set, OMol25).

Element x y z (Å)
C1 1.17875 -0.90199 -0.58879
C2 0.14234 0.18179 -0.85112
C3 -1.24842 -0.09530 -0.24541
N1 -1.00512 0.41420 1.08851
C4 0.14202 1.16146 1.14679
O1 0.71360 1.55567 2.12988
O2 0.56721 1.35652 -0.13524
H1 1.04365 -1.34779 0.40482
H2 2.17956 -0.45972 -0.62438
H3 1.13370 -1.68961 -1.34195
H4 0.10236 0.46330 -1.89943
H5 -1.57548 -1.14772 -0.27272
H6 -2.01775 0.50339 -0.74357
H7 -1.35642 0.00580 1.93262

Values from the calculation:
HOMO energy in eV: -9.982
Lowest unoccupied orbital energy in Eh: 0.029
Total energy in hartree: -361.87234
HOMO-LUMO gap in eV: 10.7599
Energy above the lowest of the compared OMol25 structures with the same formula, charge and spin in kJ/mol: 22.3
Charge: 0
SMILES string: C[C@H]1CNC(=O)O1

=====

# 4
# C4H7NO2

A single C4H7NO2 molecule (ωB97M-V with the def2-TZVPD basis set, OMol25).

Element x y z (Å)
N1 1.01230 -1.12756 -0.54634
C1 1.19195 0.26393 -0.06754
C2 0.18804 1.22400 -0.30161
O1 -0.92877 0.56480 -0.92552
C3 -1.32241 -0.54606 -0.17371
O2 -0.50537 -0.61534 1.02346
C4 0.27235 0.58334 0.99677
H1 1.47691 -1.69710 0.14867
H2 1.49397 -1.20041 -1.56021
H3 2.14312 0.77460 0.30052
H4 0.36802 2.31645 -0.47525
H5 -2.23015 -0.17296 0.53573
H6 -1.33158 -1.63410 -0.61546
H7 0.48709 0.75954 1.98337

Values from the calculation:
HOMO energy in eV: -8.355
Lowest unoccupied orbital energy in Eh: 0.033
Total energy in hartree: -361.66849
HOMO-LUMO gap in eV: 9.2649
Energy above the lowest of the compared OMol25 structures with the same formula, charge and spin in kJ/mol: 557.6
Charge: 0
SMILES string: N[C@H]1[C@H]2OCO[C@@H]12

=====

# 5
# C4H7NO2

A single C4H7NO2 molecule (ωB97M-V with the def2-TZVPD basis set, OMol25).

Element x y z (Å)
C1 1.03082 -1.28381 -0.04269
C2 0.25994 -0.01356 -0.30201
C3 -0.89279 0.23264 0.63055
N1 -2.16002 0.04950 0.19308
O1 -0.56125 0.63590 1.73491
C4 1.00187 1.22425 -0.39897
O2 0.34350 0.46496 -1.60751
H1 1.99474 -1.28381 -0.56639
H2 1.19541 -1.36790 1.03235
H3 0.45130 -2.14150 -0.39268
H4 -2.89643 0.30030 0.83862
H5 -2.33742 -0.24804 -0.75013
H6 0.51874 2.19972 -0.32115
H7 2.05159 1.23134 -0.04798

Values from the calculation:
HOMO energy in eV: -9.765
Lowest unoccupied orbital energy in Eh: 0.032
Total energy in hartree: -361.80393
HOMO-LUMO gap in eV: 10.6394
Energy above the lowest of the compared OMol25 structures with the same formula, charge and spin in kJ/mol: 202.0
Charge: 0
SMILES string: C[C@@]1(C(N)=O)CO1

=====

# 6
# C4H7NO2

A single C4H7NO2 molecule (ωB97M-V with the def2-TZVPD basis set, OMol25).

Element x y z (Å)
C1 1.34786 -1.77715 0.57539
C2 0.61314 -0.62375 -0.04202
C3 -0.68917 -1.06509 -0.74116
O1 -1.72198 -0.38156 -0.83455
N1 0.24310 0.43086 0.96666
C4 -0.09341 1.67073 0.51740
O2 0.02905 2.05496 -0.65507
H1 0.64232 -2.42373 1.08738
H2 2.10957 -1.20525 1.12970
H3 1.76861 -2.31109 -0.28963
H4 1.48222 -0.10494 -0.60848
H5 -0.71331 -2.05958 -1.31965
H6 -0.16160 0.09709 1.88522
H7 -0.35663 2.37585 1.40819

Values from the calculation:
HOMO energy in eV: -9.764
Lowest unoccupied orbital energy in Eh: 0.015
Total energy in hartree: -361.81172
HOMO-LUMO gap in eV: 10.1798
Energy above the lowest of the compared OMol25 structures with the same formula, charge and spin in kJ/mol: 181.5
Charge: 0
SMILES string: C[C@@H](C=O)NC=O

=====

What did the third record say?
# C4H7NO2

A single C4H7NO2 molecule (ωB97M-V with the def2-TZVPD basis set, OMol25).

Element x y z (Å)
C1 1.17875 -0.90199 -0.58879
C2 0.14234 0.18179 -0.85112
C3 -1.24842 -0.09530 -0.24541
N1 -1.00512 0.41420 1.08851
C4 0.14202 1.16146 1.14679
O1 0.71360 1.55567 2.12988
O2 0.56721 1.35652 -0.13524
H1 1.04365 -1.34779 0.40482
H2 2.17956 -0.45972 -0.62438
H3 1.13370 -1.68961 -1.34195
H4 0.10236 0.46330 -1.89943
H5 -1.57548 -1.14772 -0.27272
H6 -2.01775 0.50339 -0.74357
H7 -1.35642 0.00580 1.93262

Values from the calculation:
HOMO energy in eV: -9.982
Lowest unoccupied orbital energy in Eh: 0.029
Total energy in hartree: -361.87234
HOMO-LUMO gap in eV: 10.7599
Energy above the lowest of the compared OMol25 structures with the same formula, charge and spin in kJ/mol: 22.3
Charge: 0
SMILES string: C[C@H]1CNC(=O)O1